[1]
Molecular formula: C4H6Cl2NS2
Method: DFT, ωB97M-V/def2-TZVPD

Cartesian coordinates (Å):
C  1.13642  1.79996  0.39100
C  2.55893  -0.06894  -0.35396
C  -1.85867  1.26837  -1.86350
C  1.88007  -1.34558  1.98977
N  1.98445  0.94644  0.19147
S  -1.52238  0.82296  -0.16836
S  2.81572  -1.56968  0.45496
Cl  1.04284  3.23040  1.12072
Cl  3.20856  0.08662  -1.93153
H  -2.93716  1.21512  -2.00356
H  -1.36615  0.56836  -2.53624
H  -1.51864  2.28338  -2.04507
H  0.84016  -1.13480  1.76263
H  2.32001  -0.55246  2.58626
H  1.95979  -2.29107  2.52009

Summary:
E_LUMO (spin up / spin down) = -0.2346 / -0.2038 Eh
gap between HOMO and LUMO (spin up / spin down) = 6.382 / 6.900 eV
energy relative to the best compared isomer or geometry (same formula, charge and spin) = 78.8 kcal per mole
charge = +1
F_max = 0.037 hartree/bohr

These are the Mulliken partial charges, in e, on atoms 1 to 8: C 0.364; C 0.473; C -0.711; C -0.795; N -0.198; S -0.018; S 0.089; Cl 0.015


[2]
Molecular formula: C52H66GeIrN2O5P3Se
Method: DFT, ωB97M-V/def2-TZVPD

Cartesian coordinates (Å):
Ir  0.20577  -1.17477  -0.09693
O  3.07580  -2.22575  1.59462
C  4.06082  -1.30508  1.32345
C  5.13250  -1.01919  2.14947
C  6.13048  -0.17571  1.67805
C  6.06767  0.35071  0.39671
C  4.96390  0.08928  -0.39976
C  3.92337  -0.70940  0.07669
P  2.43804  -1.06129  -0.89987
C  2.61825  -2.67505  -1.61928
C  3.58672  -3.58814  -1.08538
C  3.39464  -4.90746  -0.85063
C  2.10402  -5.53807  -1.11058
C  1.11312  -4.70464  -1.95100
C  1.36634  -3.20349  -2.04323
C  2.45250  0.22907  -2.17542
C  2.41483  -0.12665  -3.52035
C  2.49461  0.85133  -4.50351
C  2.64370  2.18284  -4.14345
C  2.68338  2.53981  -2.79996
C  2.56307  1.57169  -1.81518
C  2.70581  -2.54338  2.87749
C  3.51705  -3.29507  3.70854
C  3.05347  -3.63596  4.97204
C  1.78334  -3.24501  5.37766
C  0.96519  -2.53284  4.51389
C  1.42106  -2.17584  3.24265
P  0.36642  -1.16962  2.15557
C  -1.26763  -1.51616  2.81904
C  -1.86185  -0.69637  3.77120
C  -3.06102  -1.08339  4.35828
C  -3.66296  -2.27731  3.99469
C  -3.06794  -3.10039  3.04166
C  -1.87149  -2.72268  2.46021
C  0.79590  0.53930  2.54092
C  2.00102  0.86840  3.16172
C  2.30466  2.19713  3.42265
C  1.40344  3.19543  3.08059
C  0.20150  2.86976  2.46111
C  -0.09884  1.54863  2.17516
H  5.21195  -1.45007  3.13652
H  6.97880  0.04587  2.31268
H  6.87086  0.96891  0.02043
H  4.90996  0.51824  -1.38978
H  4.56774  -3.18384  -0.85185
H  4.21748  -5.53517  -0.53755
H  2.13358  -6.59366  -1.36528
H  0.64794  -5.19957  -2.79474
H  0.77430  -2.67603  -2.78541
H  2.37608  -1.17218  -3.80133
H  2.48256  0.56816  -5.54791
H  2.75570  2.93961  -4.90963
H  2.82583  3.57696  -2.51859
H  2.59708  1.85501  -0.76799
H  4.49013  -3.62081  3.36462
H  3.68154  -4.21685  5.63461
H  1.42222  -3.50643  6.36301
H  -0.02936  -2.25769  4.83547
H  -1.38544  0.22552  4.08038
H  -3.51814  -0.45186  5.10912
H  -4.59451  -2.57566  4.45799
H  -3.54116  -4.03178  2.75970
H  -1.41363  -3.35453  1.70589
H  2.69567  0.09392  3.46002
H  3.23491  2.45018  3.91350
H  1.62964  4.22752  3.31678
H  -0.51796  3.64522  2.22721
H  -1.04110  1.30113  1.69823
C  -1.78199  8.21523  -0.83531
Ge  -0.63454  6.92951  -1.71607
C  1.25888  7.13369  -1.34049
C  -1.00809  6.70359  -3.60750
C  -1.16220  5.16365  -0.74624
Se  -0.38637  3.67793  -1.57153
C  -1.76757  3.27960  -2.85542
H  -1.59069  9.20007  -1.26411
H  -1.57570  8.26108  0.23324
H  -2.83318  7.97350  -0.98869
H  1.52317  8.18896  -1.41508
H  1.86403  6.58055  -2.05950
H  1.50452  6.79845  -0.33220
H  -0.69115  7.61423  -4.11918
H  -2.07305  6.57297  -3.80142
H  -0.45003  5.87298  -4.04197
H  -2.24808  5.10255  -0.72522
H  -0.73328  5.26437  0.24963
H  -2.10819  4.21181  -3.29805
H  -2.58020  2.78090  -2.32662
H  -1.34186  2.62235  -3.60887
C  1.52089  -5.13156  1.48469
N  0.98397  -5.47992  0.16632
C  0.12307  -6.68795  0.17820
C  0.43463  -4.37547  -0.66466
N  0.39816  -3.11957  -0.56605
H  2.14808  -5.95216  1.82881
H  0.70780  -4.96509  2.19164
H  2.12489  -4.24196  1.35760
H  0.71105  -7.52942  0.53773
H  -0.23349  -6.89645  -0.82876
H  -0.72626  -6.52323  0.83910
C  -5.04686  1.50656  -0.83286
C  -4.09042  1.63934  0.33975
C  -4.04823  3.06305  0.85185
C  -4.40820  0.65234  1.44540
O  -2.67616  1.40376  -0.10035
P  -2.04243  0.17326  -0.81525
O  -1.95074  -1.10558  0.01687
O  -0.55339  0.56399  -1.05338
O  -2.84364  0.03004  -2.13201
C  -3.11193  -1.17997  -2.96062
C  -1.79000  -1.89203  -3.20119
C  -4.10830  -2.06195  -2.22993
C  -3.69240  -0.62013  -4.24191
H  -6.00941  1.92589  -0.54043
H  -5.20209  0.46673  -1.11386
H  -4.69074  2.05569  -1.70578
H  -5.00056  3.31484  1.31886
H  -3.88037  3.75997  0.02744
H  -3.25937  3.17935  1.59672
H  -5.46053  0.74008  1.71698
H  -3.80449  0.85586  2.32928
H  -4.22019  -0.37479  1.12576
H  -1.43257  -2.33609  -2.26827
H  -1.04621  -1.19532  -3.59899
H  -1.93209  -2.69520  -3.92483
H  -3.75270  -2.30458  -1.22867
H  -4.24288  -2.98997  -2.78652
H  -5.08027  -1.57325  -2.16094
H  -2.95949  -0.00476  -4.76579
H  -4.57575  -0.01822  -4.02853
H  -3.98809  -1.43888  -4.89842

Summary:
spin multiplicity = 2
E_LUMO (spin up / spin down) = -0.2938 / -0.3482 Eh
gap between HOMO and LUMO (spin up / spin down) = 6.078 / 4.599 eV
energy relative to the best compared isomer or geometry (same formula, charge and spin) = 99.0 kcal per mole
charge = +3
F_max = 0.015 hartree/bohr

These are the Mulliken partial charges, in e, on atoms 1 to 8: Ir 1.984; O 0.845; C 0.703; C -0.969; C -1.008; C -0.934; C -0.785; C -0.117


- Which of these has the highest energy relative to the best compared isomer or geometry (same formula, charge and spin)?
  C52H66GeIrN2O5P3Se